{
  "formula": "C8H16NO8SeSn",
  "method": "wB97M-V/def2-TZVPD",
  "elements": ["Sn", "C", "C", "C", "O", "C", "O", "O", "H", "H", "H", "H", "H", "H", "H", "O", "Se", "O", "O", "O", "C", "N", "C", "C", "C", "O", "H", "H", "H", "H", "H", "H", "H", "H", "H"],
  "positions_angstrom": [[1.49002, 0.20550, -1.41017], [-1.56869, -3.62232, -1.67165], [-0.87904, -2.29681, -1.97764], [-1.85331, -1.24692, -2.49448], [-0.31247, -1.74832, -0.78381], [0.24159, -2.49275, -3.06653], [0.19202, -3.48308, -3.77669], [1.10028, -1.56673, -3.08567], [-2.36317, -3.48890, -0.93714], [-0.84066, -4.33626, -1.28785], [-1.97963, -4.03092, -2.59055], [-2.65767, -1.09149, -1.77810], [-2.26710, -1.55904, -3.44882], [-1.30661, -0.30839, -2.62104], [0.23146, -2.42697, -0.36984], [1.09027, 3.50007, 0.85956], [1.30182, 3.13556, -0.67288], [1.25065, 4.43139, -1.55885], [2.68464, 2.27579, -0.86973], [0.12290, 2.01197, -1.14358], [-1.15570, 0.49919, 1.52410], [0.00577, 0.99642, 2.22658], [-0.25260, 2.09000, 3.13811], [1.24231, 0.66277, 1.87255], [2.38007, 1.33077, 2.58376], [1.46887, -0.22063, 1.02016], [-1.71499, 1.34843, 1.13128], [-1.78582, -0.06901, 2.21758], [-0.85277, -0.13091, 0.68613], [-1.32846, 2.20613, 3.24499], [0.16287, 3.00800, 2.71716], [0.17728, 1.89151, 4.12159], [2.25641, 1.32731, 3.66330], [2.41151, 2.36128, 2.23041], [3.30792, 0.83738, 2.30773]],
  "nbo_charge": [1.559, -0.625, 0.134, -0.615, -0.746, 0.750, -0.699, -0.833, 0.193, 0.205, 0.236, 0.201, 0.220, 0.222, 0.486, -1.135, 2.813, -1.062, -1.158, -1.194, -0.425, -0.399, -0.425, 0.739, -0.729, -0.765, 0.213, 0.182, 0.261, 0.203, 0.265, 0.186, 0.211, 0.295, 0.236],
  "e_tot_ha": -3586.910699,
  "orbital_gap_ev": 8.4,
  "lumo_ev": 2.785,
  "total_charge": -1,
  "homo_energy_ev": -5.61
}